{"formula": "C2H6NOS", "method": "ωB97M-V/def2-TZVPD", "orbital_gap_ev": 7.259, "e_above_lowest_ev": 0.967, "e_tot_ha": -608.0309, "charge": -1, "e_lumo_ev": 4.21, "homo_energy_ev": -3.0540, "elements": ["C", "S", "H", "H", "H", "C", "N", "O", "H", "H", "H"], "positions_angstrom": [[-0.645523, -0.459092, 2.301206], [-0.869282, 0.995803, 1.218906], [-1.364072, -0.409276, 3.108929], [0.382705, -0.567088, 2.641314], [-0.918905, -1.386604, 1.779135], [0.489176, 0.568623, -2.406196], [0.691316, 0.071162, -1.191248], [1.282123, 0.472959, -3.350306], [-0.514735, 0.940145, -2.657559], [0.017827, 0.349821, -0.343716], [1.449370, -0.576454, -1.100467]], "atomic_forces_ev_per_a": [[-0.421, -0.297, -0.776], [-0.265, 0.185, 0.376], [0.172, 0.120, 0.568], [-0.023, 0.060, 0.308], [0.197, 0.073, -0.116], [0.496, -1.084, -1.107], [-1.456, 0.555, 0.464], [0.034, 0.129, 0.068], [-0.070, 0.536, 0.736], [0.886, -0.429, -0.688], [0.451, 0.151, 0.168]], "nbo_charge": [-0.733, -0.616, 0.186, 0.177, 0.173, 0.507, -0.858, -0.706, 0.101, 0.397, 0.373]}

{"formula": "C34H50F11IN6O2PS2", "method": "ωB97M-V/def2-TZVPD", "orbital_gap_ev": 8.127, "e_tot_ha": -4338.0568, "charge": 1, "e_lumo_ev": -2.74, "homo_energy_ev": -10.8713, "elements": ["C", "C", "S", "C", "C", "C", "S", "C", "C", "C", "F", "F", "C", "F", "F", "C", "F", "F", "C", "F", "F", "F", "O", "C", "C", "C", "C", "I", "C", "N", "C", "C", "C", "C", "N", "C", "N", "N", "N", "C", "N", "P", "O", "H", "H", "H", "H", "H", "H", "H", "H", "H", "H", "H", "H", "H", "H", "H", "H", "H", "H", "H", "H", "H", "H", "H", "H", "H", "H", "H", "H", "H", "H", "H", "H", "H", "H", "H", "H", "H", "H", "H", "H", "F", "C", "C", "C", "C", "C", "C", "H", "H", "H", "H", "H", "F", "C", "C", "C", "C", "C", "C", "H", "H", "H", "H", "H"], "positions_angstrom": [[-3.920480, 2.233012, -2.127875], [-2.851051, 1.179855, -1.514898], [-1.422274, 2.225663, -0.881717], [-0.477787, 1.207926, 0.390273], [1.078018, 1.019331, -0.004373], [1.274157, 0.169804, -1.317628], [-0.199405, -0.950964, -1.745665], [1.362352, 1.227669, -2.570614], [0.663412, 0.734952, -3.910329], [1.174908, 1.739754, -5.072082], [2.578597, 1.649321, -5.272514], [0.600593, 1.215245, -6.273513], [0.716431, 3.250555, -4.827068], [1.716539, 3.938664, -4.081583], [-0.456131, 3.353583, -4.031718], [0.480367, 4.112512, -6.150560], [1.341123, 3.783316, -7.208713], [0.802916, 5.458283, -5.816707], [-1.065851, 4.177883, -6.616166], [-1.805968, 5.088849, -5.838275], [-1.174743, 4.664245, -7.937509], [-1.693159, 2.936758, -6.605028], [2.397617, -0.679053, -1.493355], [3.344818, -0.848018, -0.444347], [4.768884, -0.987931, -1.227292], [5.027013, -2.459625, -1.784536], [5.646743, -3.477606, -0.720521], [5.912174, -5.501550, -1.564846], [3.378317, 0.308237, 0.693505], [3.957979, 1.485220, -0.047129], [4.396846, 0.008175, 1.895049], [4.964025, -1.487666, 1.999921], [5.478289, -1.659995, 3.531672], [4.586044, -2.701547, 4.366731], [4.349049, -2.220669, 5.783611], [3.384374, -1.109348, 5.799321], [3.822183, 0.133033, 5.897633], [1.924538, -1.299956, 5.758811], [1.956461, 0.638894, 1.198449], [2.003256, 1.834827, 2.108910], [1.728587, 1.492704, 3.554568], [1.336600, -0.870804, 1.906399], [0.060764, -0.804222, 2.737159], [-3.988101, 3.092295, -1.388972], [-4.927944, 1.751181, -2.342592], [-3.437088, 2.636811, -3.081294], [-2.529293, 0.508973, -2.387035], [-3.326435, 0.563753, -0.684637], [-0.611554, 1.824095, 1.351854], [-1.005278, 0.222273, 0.631551], [1.428159, 2.090800, -0.241659], [0.364042, -1.912619, -2.594404], [2.483013, 1.332318, -2.816876], [0.999188, 2.264434, -2.306811], [0.986724, -0.295532, -4.272252], [-0.475620, 0.869165, -3.926302], [3.177927, -1.901150, -0.005441], [5.622117, -0.592422, -0.567597], [4.736651, -0.278626, -2.126148], [5.807653, -2.352544, -2.621463], [4.112339, -2.935658, -2.272253], [4.972455, -3.620393, 0.194144], [6.692566, -3.175457, -0.363978], [4.978620, 1.454523, -0.047787], [3.652035, 1.495630, -1.024843], [5.326530, 0.685557, 1.881524], [3.941895, 0.194317, 2.937404], [4.164379, -2.296687, 1.870334], [5.852152, -1.648028, 1.318030], [6.528747, -2.101948, 3.492888], [5.488547, -0.683279, 4.096286], [3.573026, -2.930274, 3.898374], [5.153043, -3.692578, 4.487689], [3.877535, -2.988631, 6.298065], [4.851409, 0.045298, 5.960826], [1.620185, -1.651832, 4.843669], [1.460007, -0.395710, 5.944547], [3.031529, 2.341261, 2.166435], [1.297115, 2.678774, 1.847955], [2.516391, 1.801702, 4.136132], [0.856064, 1.970142, 3.799265], [1.049774, -1.762295, 0.799823], [2.307686, -1.582725, 2.708418], [-5.083481, 2.326187, 0.020882], [-6.311692, 2.065287, 0.509045], [-6.989826, 3.049718, 1.209162], [-8.259948, 2.779979, 1.707725], [-8.832341, 1.525748, 1.509496], [-8.139284, 0.543587, 0.809076], [-6.873186, 0.816692, 0.300808], [-6.525182, 4.016943, 1.360498], [-8.802997, 3.545442, 2.250455], [-9.821205, 1.315242, 1.902472], [-8.584257, -0.433609, 0.658768], [-6.322307, 0.066959, -0.255134], [-7.783623, -2.334673, -0.928053], [-7.028253, -3.116888, -0.138410], [-6.854929, -4.451336, -0.468114], [-6.068951, -5.258700, 0.346945], [-5.474374, -4.724879, 1.487653], [-5.659974, -3.384287, 1.810858], [-6.436900, -2.573529, 0.990351], [-7.332211, -4.850837, -1.355076], [-5.920321, -6.302574, 0.094455], [-4.865104, -5.356836, 2.125162], [-5.199902, -2.970730, 2.701586], [-6.585071, -1.527137, 1.221074]], "atomic_forces_ev_per_a": [[1.769, 0.306, -0.112], [-1.097, -0.190, -0.934], [-0.217, -1.187, 0.238], [-0.558, -0.262, 0.973], [-1.288, 1.683, -0.843], [-0.702, 0.309, -2.812], [0.053, -0.733, 0.705], [0.762, -0.227, -0.196], [0.700, 1.718, -0.966], [-0.167, -2.342, -0.318], [-2.616, 0.623, 0.541], [0.884, 1.552, 1.964], [0.630, 1.452, 0.832], [-1.722, -1.750, -1.400], [2.160, -0.609, -1.732], [0.652, 2.326, -0.617], [-1.979, 0.138, 2.301], [-0.716, -2.595, -0.619], [-2.045, 0.846, -1.664], [1.856, -2.381, -1.366], [0.686, -1.168, 2.926], [1.384, 2.363, 0.336], [0.226, 1.051, 1.360], [1.342, -1.967, 0.559], [-0.274, 0.503, 0.190], [1.070, -0.308, -0.233], [-0.203, 0.491, 0.524], [-0.193, 1.054, 0.338], [3.265, 0.285, -2.400], [-1.225, -0.271, 0.656], [0.133, -0.899, 0.963], [0.176, 0.256, 1.610], [0.027, -1.152, -0.331], [0.395, -0.372, 0.402], [-2.154, 0.102, -0.613], [-0.011, 2.778, 0.113], [-0.210, -2.897, -0.594], [2.047, 0.028, -0.172], [0.723, 0.208, -1.262], [0.835, 2.615, 3.734], [0.164, 0.342, -1.812], [-4.278, -2.699, 3.309], [2.301, 0.528, -1.774], [-0.134, -1.084, -1.456], [1.463, 0.657, 0.314], [-0.895, -0.554, 1.068], [-0.233, 0.826, 1.564], [0.825, 0.861, -0.972], [0.650, -0.992, -1.373], [0.804, 1.292, -0.607], [-0.238, -1.738, 0.294], [0.065, 1.227, 0.958], [-1.539, -0.201, 0.450], [0.156, -1.371, -0.164], [-0.479, 1.405, 0.628], [1.754, -0.443, 0.251], [0.039, 1.566, -0.300], [-1.115, -0.946, -0.941], [-0.131, -0.973, 1.255], [-1.182, -0.195, 1.162], [1.016, 0.857, 0.782], [1.003, 0.148, -1.424], [-1.590, -0.337, -0.601], [-0.563, -0.056, 0.211], [0.130, 0.020, 0.444], [-1.615, -0.756, -0.327], [0.246, -0.045, -1.711], [1.196, 1.218, -0.249], [-1.365, 0.091, 0.649], [-1.317, 0.836, 0.226], [0.129, -1.040, -0.814], [1.223, 0.245, 0.088], [-0.927, 1.436, -0.385], [0.551, 0.434, -0.423], [-0.597, 0.252, 0.388], [-0.033, 0.020, 0.654], [0.567, -0.714, -0.302], [-1.343, -1.273, -1.128], [0.685, -1.538, -0.560], [-0.644, -0.232, -0.094], [0.535, -0.540, 0.385], [0.780, 1.139, 0.156], [0.163, 1.112, -0.996], [-0.408, -0.128, 0.945], [-0.890, -0.160, 0.439], [0.131, 0.173, -0.010], [0.086, -0.296, -0.147], [-0.008, 0.038, 0.027], [-0.014, 0.310, 0.088], [0.170, -0.004, -0.140], [-0.004, -0.051, -0.032], [0.087, -0.051, -0.048], [0.101, 0.015, -0.048], [0.051, 0.104, -0.050], [-0.016, 0.063, -0.020], [-0.079, 0.130, -0.094], [0.464, -0.531, 0.471], [-0.092, -0.045, -0.191], [0.016, 0.302, 0.157], [0.041, -0.041, 0.006], [-0.053, -0.218, -0.226], [-0.033, 0.147, 0.012], [0.010, 0.056, 0.037], [-0.054, 0.097, 0.001], [-0.071, 0.060, -0.054], [-0.059, -0.002, -0.088], [-0.006, -0.130, 0.061]], "mulliken_charge": [-1.240, -0.075, -0.183, -0.925, -2.233, 0.957, -0.179, -0.886, -0.689, 0.730, -0.308, -0.323, 0.754, -0.326, -0.216, 0.330, -0.266, -0.277, 0.675, -0.223, -0.251, -0.212, 0.091, -0.795, -0.900, -0.664, -1.003, 0.045, 0.468, -0.483, -0.953, 0.358, -0.869, -0.536, -0.387, 0.153, -0.634, -0.515, 1.756, -0.699, -0.367, 1.127, -0.746, 0.366, 0.301, 0.336, 0.218, 0.363, 0.446, 0.541, 0.725, 0.229, 0.220, 0.355, 0.595, -0.018, 0.397, 0.494, 0.194, 0.462, 0.384, 0.309, 0.380, 0.470, 0.091, 0.270, -0.143, 0.092, 0.195, 0.396, 0.347, 0.335, 0.350, 0.361, 0.342, 0.215, 0.354, 0.198, 0.566, 0.274, 0.288, -0.008, -0.350, -0.070, 0.016, -0.653, -0.376, -0.715, -0.191, 0.028, 0.418, 0.375, 0.385, 0.340, 0.471, -0.296, 0.534, -0.471, -0.435, -0.437, -0.725, 0.151, 0.430, 0.372, 0.387, 0.373, 0.066]}